Molecular formula: C8H14N4O3
Method: DFT, ωB97M-V/def2-TZVPD

```
29
Properties=species:S:1:pos:R:3
C 0.047 2.018 -0.582
C 0.065 0.681 -0.774
C -0.913 -0.170 -0.066
C -1.030 3.982 0.019
C -1.071 -0.180 1.324
C 1.526 -2.736 0.303
C 0.913 -0.022 -1.742
C 2.148 -0.772 -1.046
N -0.930 2.729 0.120
N -0.153 0.572 2.093
N -1.996 -0.771 2.013
N -1.714 -1.011 -0.779
O -2.557 -1.754 -0.232
O -1.417 -1.194 -1.968
O 1.652 -1.360 0.240
H 0.770 2.603 -1.259
H -0.444 4.548 -0.704
H -1.956 4.441 0.434
H 0.732 -3.129 -0.343
H 1.423 -3.092 1.289
H 2.301 -3.301 -0.104
H 1.362 0.715 -2.512
H 0.533 -0.740 -2.535
H 2.923 -0.185 -0.717
H 2.475 -1.546 -1.673
H -0.367 0.599 3.036
H 0.116 1.431 1.664
H -1.834 -0.910 2.981
H -2.605 -1.447 1.518
```

SMILES string: C=N/C=C(/CCOC)C(=C(N)N)[N+](=O)[O-]
electronic energy: -20620.1777 eV
relative energy (zero: lowest compared OMol25 entry of this formula, charge and spin): 423.7 kJ/mol
frontier orbital gap: 8.275 eV

=====

Molecular formula: C8H14N4S
Method: DFT, ωB97M-V/def2-TZVPD

```
27
Properties=species:S:1:pos:R:3
C 1.193 -1.332 2.164
C 1.891 -0.239 -0.037
C 0.425 1.314 1.293
C -0.404 2.173 0.433
C -0.863 1.585 -0.865
C -1.654 -0.870 -1.240
C -2.556 -1.682 -0.541
C -2.856 0.369 0.251
H 0.121 -1.411 2.248
H 1.754 -0.555 2.670
H 1.514 -2.244 2.733
H 1.885 -2.042 0.202
H 2.054 1.728 -0.153
H 0.696 1.675 2.267
H -0.039 0.382 1.499
H 0.191 2.966 -0.032
H -1.228 2.587 1.150
H 0.129 1.054 -1.294
H -1.305 2.403 -1.604
H -0.870 -0.967 -1.989
H -2.773 -2.691 -0.753
H -3.100 1.188 0.925
N 1.558 -1.333 0.729
N 1.742 1.006 0.548
N -1.764 0.386 -0.629
N -3.293 -0.933 0.406
S 2.638 -0.367 -1.500
```

SMILES string: CNC(=S)NCCCn1ccnc1
electronic energy: -25317.0699 eV
relative energy (zero: lowest compared OMol25 entry of this formula, charge and spin): 108.9 kJ/mol
frontier orbital gap: 9.110 eV